# 1
The following is a quantum chemistry calculation of C6H8 as an isolated structure, from OMol25.

Its charge is 0. Its frontier orbital gap is 9.32 eV. For the largest force on an atom, the calculation gives 4.82 eV Å⁻¹.

Geometry (Å):
1 C -2.13870 -0.09223 -0.23877
2 C -0.81928 -0.10445 0.10108
3 C 0.06784 1.09109 0.41541
4 C 1.49766 0.53378 -0.32685
5 C 1.28066 -0.93509 -0.04420
6 C 0.02277 -1.25439 0.28019
7 H -2.60239 -1.08037 -0.32831
8 H -2.84770 0.77838 -0.54792
9 H 0.21064 1.04262 1.78476
10 H -0.47009 2.34895 0.05884
11 H 2.60930 0.99000 0.12692
12 H 1.42146 0.63757 -1.68685
13 H 2.13066 -1.67541 -0.02264
14 H -0.36282 -2.28045 0.42833

natural (NBO) population analysis, charges in e, atoms 1 to 6: number 1, C, carries -0.405; number 2, C, carries -0.091; number 3, C, carries -0.404; number 4, C, carries -0.448; number 5, C, carries -0.186; number 6, C, carries -0.248

# 2
The following is a quantum chemistry calculation of one molecule with the formula ClFHOPS, from OMol25.

Its charge is 0. Its frontier orbital gap is 10.07 eV. Its SMILES is O[P@](F)(=S)Cl. For the largest force on an atom, the calculation gives 2.89 eV Å⁻¹.

Geometry (Å):
1 O -0.15110 -0.52129 1.17910
2 P -0.14795 -0.05605 -0.34684
3 F 0.79598 1.23881 -0.10753
4 S -1.92984 0.32859 -1.10422
5 Cl 1.18003 -1.18400 -1.23614
6 H 0.25288 0.19394 1.61563

From a natural (NBO) analysis of the wavefunction, the atomic charges in e read: number 1, O, carries -0.961; number 2, P, carries 1.693; number 3, F, carries -0.574; number 4, S, carries -0.472; number 5, Cl, carries -0.193; number 6, H, carries 0.508

# 3
The following is a quantum chemistry calculation of a 2-piece molecular cluster, C16H24BBr3F3NO5P overall, from OMol25.

Its charge is +1. Its frontier orbital gap is 7.70 eV. For the largest force on an atom, the calculation gives 3.37 eV Å⁻¹.

Geometry (Å):
1 C 0.65108 -1.92507 -2.18071
2 C -0.33517 -1.31301 -1.86643
3 C -1.41453 -0.56360 -1.21503
4 C -0.90175 0.23702 0.04497
5 C 0.43122 0.79432 -0.32489
6 N 0.42828 2.07264 -0.14572
7 B 1.69934 2.80110 -0.54238
8 O 1.60174 4.04654 -1.06349
9 O 2.92058 2.22275 -0.43422
10 C 3.53143 2.52954 0.87582
11 C 3.44502 1.27204 1.76948
12 C -0.83303 2.60056 0.40154
13 O -1.27400 3.42493 -0.65916
14 C -0.60498 3.65616 1.54444
15 F 0.45315 3.37831 2.29906
16 F -1.64461 3.81844 2.31677
17 F -0.35675 4.82508 0.98795
18 C -1.83662 1.39415 0.63703
19 C -3.17848 1.59426 -0.08622
20 Br -4.13161 3.19529 0.54534
21 C -4.17714 0.36857 0.02074
22 C -5.03538 0.40632 -1.25701
23 Br -5.45192 0.67625 1.49983
24 P -2.05100 0.79996 2.44236
25 O -2.64033 -0.70713 2.28550
26 Br 0.03671 0.45398 3.23144
27 H 1.46592 -2.59801 -2.35298
28 H -2.13349 -1.31156 -0.88253
29 H -1.86126 0.14067 -1.92110
30 H -0.72637 -0.58019 0.75612
31 H 1.32289 0.30623 -0.70208
32 H 2.22545 4.09756 -1.80010
33 H 2.99233 3.38523 1.29391
34 H 4.56590 2.78996 0.66742
35 H 3.06344 1.57248 2.74655
36 H 2.75923 0.52677 1.36259
37 H 4.42867 0.80698 1.81135
38 H -1.24633 2.91231 -1.47513
39 H -3.03930 1.77703 -1.14860
40 H -3.70103 -0.59229 0.17364
41 H -4.39855 0.31513 -2.14276
42 H -5.47142 1.40936 -1.30425
43 H -5.85413 -0.30790 -1.22637
44 H -3.52962 -0.76877 2.66557
45 C 3.93485 -6.00323 -1.54045
46 C 2.90956 -5.03393 -1.01717
47 O 2.76915 -3.93436 -1.51155
48 C 2.06469 -5.48493 0.14591
49 H 4.46878 -5.55089 -2.37348
50 H 4.65072 -6.24859 -0.75473
51 H 3.44339 -6.91262 -1.88902
52 H 2.70048 -5.70803 1.00371
53 H 1.49376 -6.37222 -0.13076
54 H 1.37106 -4.69161 0.41923

natural (NBO) population analysis, charges in e, atoms 1 to 6: number 1, C, carries -0.212; number 2, C, carries -0.007; number 3, C, carries -0.491; number 4, C, carries -0.324; number 5, C, carries 0.348; number 6, N, carries -0.578

# 4
The following is a quantum chemistry calculation of a 2-piece molecular cluster, C15H22BBrF2N2O9P overall, from OMol25.

Its charge is -1. Its frontier orbital gap is 7.53 eV. For the largest force on an atom, the calculation gives 2.61 eV Å⁻¹.

Geometry (Å):
1 C -0.65370 -0.60646 1.56775
2 C -1.72948 -1.19486 0.93163
3 C -2.30817 -0.73940 -0.44254
4 N -3.74781 -1.05937 -0.32935
5 C -2.00926 0.75645 -0.57870
6 C -2.93973 1.74829 0.15906
7 C -2.14424 2.94928 0.63367
8 O -2.54992 4.04769 0.52724
9 N -1.94596 1.07467 -2.01170
10 C -1.30029 -0.06005 -2.59124
11 O -0.66654 -0.00003 -3.57113
12 C -1.63452 -1.32235 -1.73141
13 C -0.37036 -2.09048 -1.36958
14 O 0.45646 -2.34743 -2.49652
15 C 1.74257 -2.72999 -2.00782
16 C 2.69694 -1.55454 -1.94809
17 O 2.61036 -0.93119 -0.68762
18 C 3.48280 0.17709 -0.54844
19 C 3.00083 1.44327 -1.24854
20 P -2.73561 -2.22826 -2.95235
21 O -3.99878 -1.16378 -3.09815
22 Br -3.44387 -4.10704 -1.91221
23 H -0.84691 0.08139 2.38771
24 H 0.39055 -0.72374 1.28581
25 H -2.23442 -2.01088 1.44867
26 H -4.03078 -0.69539 0.57795
27 H -3.76807 -2.06883 -0.19254
28 H -1.00571 1.05293 -0.25557
29 H -3.37516 1.21575 1.00949
30 H -3.73939 2.05762 -0.51333
31 H -1.15774 2.76014 1.10647
32 H -2.84666 1.21455 -2.46428
33 H -0.58574 -3.01378 -0.81759
34 H 0.21363 -1.43706 -0.71126
35 H 1.64703 -3.21449 -1.03114
36 H 2.13433 -3.47647 -2.70237
37 H 3.71118 -1.97326 -2.06784
38 H 2.49901 -0.88806 -2.79283
39 H 4.50246 -0.10783 -0.84327
40 H 3.52071 0.40331 0.51782
41 H 3.81300 2.16970 -1.27301
42 H 2.19525 1.91033 -0.68223
43 H 2.62321 1.25580 -2.25391
44 H -4.65509 -1.34988 -2.40505
45 B 2.51996 1.65618 5.43343
46 O 1.34479 1.26553 4.59753
47 C 1.55246 1.68093 3.36950
48 O 0.79333 1.52390 2.44247
49 C 2.89496 2.38245 3.30232
50 O 3.38111 2.87468 2.31614
51 O 3.44362 2.36212 4.50077
52 F 3.13424 0.52247 5.95826
53 F 2.11911 2.50838 6.45793

natural (NBO) population analysis, charges in e, atoms 1 to 6: number 1, C, carries -0.348; number 2, C, carries -0.276; number 3, C, carries 0.065; number 4, N, carries -0.858; number 5, C, carries 0.005; number 6, C, carries -0.531

Number 1: electronic energy -233.23835 Ha. Number 2: electronic energy -1375.54018 Ha. Number 3: electronic energy -9442.67569 Ha. Number 4: electronic energy -4511.61173 Ha.